# 1
{"formula": "C40H38BrGeN5SeZr", "method": "ωB97M-V/def2-TZVPD", "homo_ev": -17.9, "charge": 4, "de_lowest_ev": 0.000, "energy_ev": -242697.0110, "molar_mass_g_mol": 911.48, "homo_lumo_gap_ev": 6.08, "species": ["Zr", "C", "C", "C", "C", "C", "C", "N", "C", "C", "C", "C", "C", "N", "C", "C", "C", "C", "C", "C", "N", "H", "H", "H", "H", "H", "H", "H", "H", "H", "H", "H", "H", "H", "H", "H", "Ge", "C", "C", "C", "C", "C", "C", "C", "C", "C", "C", "C", "C", "H", "H", "H", "H", "H", "H", "H", "H", "H", "H", "H", "Br", "C", "C", "C", "C", "C", "C", "H", "H", "H", "H", "C", "N", "C", "C", "N", "C", "C", "Se", "H", "H", "H", "H", "H", "H", "H", "H"], "coordinates": [[0.19259, 0.05746, -0.04764], [3.24066, -0.56259, 1.23128], [3.19904, 0.86978, 0.79733], [4.33074, 1.66642, 0.84862], [4.25505, 2.98802, 0.45416], [3.03646, 3.49615, 0.01798], [1.94481, 2.66072, -0.02898], [2.02121, 1.35850, 0.35154], [0.61029, 3.11349, -0.47991], [0.33310, 4.40881, -0.87423], [-0.94943, 4.72322, -1.29036], [-1.93024, 3.74245, -1.30169], [-1.60279, 2.46664, -0.89139], [-0.34936, 2.16438, -0.48184], [-2.56107, 1.34051, -0.87535], [-3.87852, 1.47934, -1.25593], [-4.70578, 0.36454, -1.23553], [-4.18358, -0.85368, -0.83889], [-2.85221, -0.93745, -0.47022], [-2.23533, -2.24449, -0.08141], [-2.05237, 0.15038, -0.47819], [4.10133, -0.74580, 1.87226], [3.33459, -1.23732, 0.37431], [2.34273, -0.80503, 1.80507], [5.26280, 1.24345, 1.19948], [5.13002, 3.62500, 0.49025], [2.96240, 4.53073, -0.28106], [1.09696, 5.17146, -0.86831], [-1.18523, 5.73030, -1.61071], [-2.92792, 3.98604, -1.63523], [-4.27048, 2.43364, -1.57401], [-5.74322, 0.44784, -1.53446], [-4.79844, -1.74388, -0.82404], [-2.96804, -3.04864, -0.08647], [-1.84448, -2.16425, 0.94539], [-1.44618, -2.52083, -0.78844], [0.42078, -3.52664, 1.12778], [0.55868, -3.74454, 2.96443], [1.60501, -3.17218, 3.70432], [1.72161, -3.48612, 5.04482], [0.78305, -4.31604, 5.65552], [-0.26463, -4.86763, 4.92926], [-0.38080, -4.59144, 3.57759], [0.38953, -4.71706, -0.28326], [1.05755, -4.33065, -1.46163], [1.20607, -5.24888, -2.48387], [0.64945, -6.51863, -2.36098], [-0.04418, -6.89641, -1.21087], [-0.16986, -6.00684, -0.16448], [0.79843, -2.10485, 0.51307], [2.35054, -2.54329, 3.23680], [2.55311, -3.10031, 5.62059], [0.87924, -4.54525, 6.70903], [-0.97436, -5.52671, 5.41087], [-1.18362, -5.05191, 3.01317], [1.46433, -3.33277, -1.57839], [1.74785, -4.98047, -3.38125], [0.75422, -7.22699, -3.17299], [-0.47024, -7.88811, -1.13692], [-0.68135, -6.31633, 0.73851], [1.88286, -1.90735, -6.32852], [1.38345, -1.36770, -4.63527], [2.36289, -1.11802, -3.67015], [1.97755, -0.72298, -2.40667], [0.61551, -0.54676, -2.04714], [-0.34094, -0.82011, -3.05914], [0.02794, -1.21305, -4.32648], [3.40886, -1.23200, -3.92420], [2.77083, -0.53176, -1.68754], [-1.40067, -0.70887, -2.86108], [-0.71692, -1.40085, -5.08887], [1.10083, 0.96765, 5.32975], [-0.25758, 1.42169, 5.02138], [-1.00162, 2.27537, 5.81356], [-2.19464, 2.44521, 5.20497], [-2.16639, 1.69409, 4.04573], [-3.26462, 1.58607, 3.08614], [-0.98068, 1.08035, 3.94967], [-0.47557, -0.15281, 2.63651], [1.36296, 1.34143, 6.31439], [1.79827, 1.36315, 4.59468], [1.12872, -0.11986, 5.33086], [-0.61788, 2.67832, 6.73549], [-3.05634, 3.02374, 5.49230], [-4.13881, 2.06372, 3.51722], [-3.48159, 0.53703, 2.89829], [-2.99434, 2.08989, 2.15965]], "mulliken_charge": [-0.73, -0.64, 0.53, -1.05, -0.92, -0.86, 0.71, 0.36, 0.55, -0.86, -1.32, -1.02, 0.33, 0.84, 0.57, -0.71, -1.14, -0.93, 0.34, -0.59, 1.06, 0.71, 0.33, -0.40, 0.60, 0.52, 0.52, 0.55, 0.51, 0.58, 0.58, 0.52, 0.61, 0.54, -0.06, 0.19, -0.12, 1.20, -0.10, -0.73, -0.50, -0.86, -0.47, 1.12, 0.23, -0.75, -0.50, -0.82, -0.49, 0.25, 0.38, 0.51, 0.46, 0.45, 0.36, 0.22, 0.48, 0.44, 0.46, 0.33, -0.01, -0.08, -0.84, -0.79, 2.67, -0.48, -0.91, 0.52, 0.22, 0.51, 0.52, -0.77, 0.13, -0.42, -0.38, 0.08, -0.80, -0.15, -0.18, 0.31, 0.27, 0.33, 0.49, 0.49, 0.35, 0.32, 0.24]}

# 2
{"formula": "C40H38CdO2S5", "method": "ωB97M-V/def2-TZVPD", "homo_ev": -12.9, "charge": 2, "energy_ev": -104920.2375, "molar_mass_g_mol": 823.49, "homo_lumo_gap_ev": 7.84, "species": ["Cd", "C", "C", "S", "C", "C", "S", "C", "C", "S", "H", "H", "H", "H", "H", "H", "H", "H", "H", "H", "H", "H", "C", "C", "C", "C", "C", "C", "C", "S", "O", "C", "C", "C", "C", "C", "C", "C", "C", "C", "C", "C", "C", "C", "C", "C", "C", "C", "C", "C", "C", "S", "O", "C", "C", "C", "C", "C", "C", "C", "H", "H", "H", "H", "H", "H", "H", "H", "H", "H", "H", "H", "H", "H", "H", "H", "H", "H", "H", "H", "H", "H", "H", "H", "H", "H"], "coordinates": [[-2.82009, -0.40189, -0.00952], [-5.35503, -1.78293, 1.86244], [-5.23662, -2.49871, 0.51990], [-5.05951, -1.49608, -0.99989], [-6.32829, -0.19684, -0.78429], [-5.86392, 1.23288, -1.08255], [-4.22860, 1.77952, -0.49555], [-4.45292, 2.14600, 1.27452], [-5.04905, 1.06615, 2.16837], [-4.10088, -0.50878, 2.27251], [-5.23400, -2.53942, 2.63773], [-6.33491, -1.33340, 2.00675], [-6.11372, -3.13326, 0.39459], [-4.35081, -3.13494, 0.49323], [-6.72082, -0.29492, 0.22296], [-7.13182, -0.43335, -1.47978], [-6.59803, 1.94112, -0.69912], [-5.78633, 1.37920, -2.15951], [-5.08030, 3.03547, 1.33765], [-3.44628, 2.41204, 1.59873], [-6.07353, 0.83113, 1.88999], [-5.06663, 1.45505, 3.18610], [3.40300, -5.42317, 3.45438], [2.45241, -4.55970, 2.68060], [2.24437, -4.74596, 1.31472], [1.38129, -3.93389, 0.60138], [0.70609, -2.92856, 1.27548], [0.88826, -2.72595, 2.64320], [1.75407, -3.54436, 3.33871], [-0.30300, -1.68661, 0.51937], [-1.72492, -2.22573, 0.27860], [0.40776, -1.56589, -1.12392], [-0.30088, -2.07072, -2.22711], [0.11076, -1.73761, -3.48753], [1.21314, -0.87647, -3.69266], [1.58610, -0.45289, -4.98966], [2.61883, 0.42387, -5.16600], [3.34308, 0.90429, -4.05430], [3.01457, 0.51089, -2.78810], [1.93700, -0.38123, -2.57271], [1.50360, -0.73185, -1.27156], [2.04198, -0.06297, -0.04328], [3.24754, -0.47200, 0.58527], [4.14032, -1.38468, -0.02187], [5.28739, -1.76012, 0.61862], [5.58201, -1.26982, 1.90662], [4.73418, -0.39054, 2.51992], [3.55821, 0.04819, 1.87045], [2.68553, 0.98564, 2.47284], [1.56594, 1.42824, 1.82993], [1.25801, 0.90782, 0.56183], [-0.22723, 1.37505, -0.34125], [-1.39747, 1.19814, 0.64370], [0.02993, 3.11431, -0.58969], [0.05139, 4.08613, 0.39847], [0.25705, 5.40480, 0.03142], [0.44440, 5.77055, -1.30145], [0.68300, 7.19757, -1.69624], [0.40975, 4.77415, -2.27872], [0.19979, 3.45359, -1.93068], [4.03035, -6.02261, 2.79803], [2.84417, -6.09804, 4.10547], [4.03920, -4.80770, 4.09075], [2.77792, -5.53345, 0.79728], [1.24294, -4.07410, -0.46369], [0.36252, -1.91605, 3.13632], [1.90770, -3.39127, 4.39989], [-1.14249, -2.73498, -2.07264], [-0.41103, -2.12894, -4.35212], [1.03359, -0.83399, -5.83963], [2.88703, 0.75615, -6.15973], [4.16455, 1.59074, -4.21064], [3.57043, 0.87985, -1.93424], [3.91318, -1.76573, -1.01063], [5.98124, -2.43375, 0.13300], [6.48881, -1.59037, 2.40221], [4.95779, -0.00923, 3.50894], [2.92967, 1.36998, 3.45576], [0.91993, 2.16422, 2.28959], [-0.10113, 3.83016, 1.43893], [0.27835, 6.17042, 0.79686], [0.52932, 7.87831, -0.86195], [0.01848, 7.48210, -2.51202], [1.70686, 7.32161, -2.05321], [0.54265, 5.04333, -3.31930], [0.17279, 2.67683, -2.68729]], "mulliken_charge": [1.33, -0.85, -0.63, -0.16, -0.51, -0.90, -0.05, -0.59, -0.72, -0.09, 0.46, 0.51, 0.55, 0.28, 0.16, 0.54, 0.46, 0.45, 0.63, 0.16, 0.32, 0.55, -1.60, 1.04, -1.00, -0.27, 0.08, -0.40, -0.87, 1.76, -1.00, 0.47, -1.24, -1.15, 0.86, -1.11, -0.66, -0.94, -0.52, 1.15, -0.36, 0.13, 0.49, -0.64, -0.89, -0.76, -0.91, 0.98, -1.49, -0.52, 1.19, 0.81, -0.98, 0.26, -0.50, -0.90, 0.95, -1.47, -0.87, -0.38, 0.38, 0.35, 0.38, 0.39, 0.48, 0.47, 0.43, 0.70, 0.48, 0.47, 0.45, 0.47, 0.46, 0.48, 0.47, 0.46, 0.49, 0.47, 0.37, 0.40, 0.36, 0.36, 0.37, 0.33, 0.43, 0.50]}

# 3
{"formula": "C40H38OOsP2Si", "method": "ωB97M-V/def2-TZVPD", "homo_ev": [-13.3, -14.3], "s2": 6.024, "charge": 2, "spin_multiplicity": 5, "energy_ev": -73052.6754, "molar_mass_g_mol": 815.01, "homo_lumo_gap_ev": [7.19, 6.27], "species": ["Os", "C", "Si", "C", "C", "C", "C", "C", "C", "P", "C", "C", "C", "C", "C", "C", "C", "C", "C", "C", "C", "C", "C", "C", "C", "C", "C", "C", "P", "C", "C", "C", "C", "C", "C", "C", "C", "C", "C", "C", "C", "H", "H", "H", "H", "H", "H", "H", "H", "H", "H", "H", "H", "H", "H", "H", "H", "H", "H", "H", "H", "H", "H", "H", "H", "H", "H", "H", "H", "H", "H", "H", "C", "C", "C", "O", "H", "H", "H", "H", "H", "H", "H"], "coordinates": [[0.11783, -0.19052, 0.69426], [3.40705, -1.09845, 0.43969], [2.21507, -0.19964, -0.65702], [1.87499, -1.14919, -2.23624], [2.80852, -1.19893, -3.27375], [2.61336, -2.04199, -4.35824], [1.49307, -2.86229, -4.42228], [0.54919, -2.82493, -3.41026], [0.73624, -1.95711, -2.33571], [-0.47310, -1.83323, -1.02349], [-0.74781, -3.45893, -0.29913], [0.36457, -4.10886, 0.24344], [0.21046, -5.34053, 0.85305], [-1.05130, -5.92121, 0.92947], [-2.15346, -5.28183, 0.38321], [-2.00832, -4.04687, -0.23534], [-2.04376, -1.19754, -1.61833], [-2.32735, -0.98504, -2.96332], [-3.56077, -0.46084, -3.32490], [-4.49415, -0.12717, -2.35401], [-4.20780, -0.32014, -1.00771], [-2.98686, -0.85854, -0.64047], [2.66607, 1.58656, -0.98195], [3.80447, 1.92151, -1.71823], [4.05239, 3.23871, -2.07793], [3.16369, 4.24480, -1.71874], [2.04291, 3.94193, -0.96344], [1.80936, 2.62203, -0.58433], [0.42393, 2.21057, 0.48408], [-1.10488, 2.77237, -0.29033], [-1.35561, 2.31293, -1.58870], [-2.49119, 2.72765, -2.25834], [-3.38483, 3.59046, -1.63247], [-3.14022, 4.04292, -0.34471], [-1.99868, 3.63885, 0.33403], [0.61420, 3.01319, 2.07926], [1.68831, 3.84918, 2.37244], [1.79637, 4.40640, 3.63886], [0.84676, 4.12588, 4.60861], [-0.21725, 3.27697, 4.32480], [-0.32963, 2.71433, 3.06717], [4.37523, -1.15281, -0.06793], [3.08099, -2.12110, 0.63576], [3.54438, -0.58296, 1.39053], [3.69778, -0.58278, -3.24132], [3.34558, -2.06981, -5.15406], [1.35843, -3.53000, -5.26231], [-0.32166, -3.46866, -3.45425], [1.34936, -3.65938, 0.16727], [1.07005, -5.85235, 1.26455], [-1.17122, -6.88252, 1.41062], [-3.12879, -5.74648, 0.43140], [-2.86756, -3.55493, -0.67014], [-1.59874, -1.22583, -3.72677], [-3.79313, -0.31368, -4.37118], [-5.45300, 0.27987, -2.64635], [-4.93733, -0.06475, -0.25123], [-2.78243, -1.04764, 0.41204], [4.51234, 1.15644, -2.01354], [4.93831, 3.48243, -2.64877], [3.35076, 5.26655, -2.01985], [1.35802, 4.72867, -0.66941], [-0.64638, 1.65472, -2.08219], [-2.67688, 2.38917, -3.26816], [-4.27215, 3.91930, -2.15708], [-3.83136, 4.72407, 0.13286], [-1.80194, 4.01032, 1.33033], [2.44230, 4.06378, 1.62776], [2.62849, 5.05873, 3.86563], [0.93600, 4.56416, 5.59334], [-0.95121, 3.05293, 5.08681], [-1.15575, 2.04401, 2.84941], [0.85476, -1.57589, 4.66936], [0.35689, -1.92265, 3.28014], [-1.09221, -2.38011, 3.26436], [0.49638, -0.75038, 2.45562], [0.81587, -2.46107, 5.30384], [0.23071, -0.79963, 5.11321], [1.88421, -1.22270, 4.63384], [0.98991, -2.70584, 2.84698], [-1.73344, -1.59290, 3.66634], [-1.21011, -3.26598, 3.88789], [-1.41330, -2.63576, 2.25165]], "lowdin_spin": [2.78, -0.01, 0.03, 0.01, 0.00, 0.00, 0.00, 0.00, 0.01, 0.13, 0.03, 0.02, 0.00, 0.01, 0.00, 0.01, 0.03, 0.01, 0.00, 0.01, 0.00, 0.03, 0.01, 0.00, 0.00, 0.00, 0.00, 0.02, 0.14, 0.04, 0.03, 0.00, 0.02, 0.00, 0.01, 0.02, 0.01, 0.00, 0.01, 0.00, 0.01, 0.00, 0.00, 0.00, 0.00, 0.00, 0.00, 0.00, 0.00, 0.00, 0.00, 0.00, 0.00, 0.00, 0.00, 0.00, 0.00, 0.01, 0.00, 0.00, 0.00, 0.00, 0.01, 0.00, 0.00, 0.00, 0.00, 0.00, 0.00, 0.00, 0.00, 0.00, 0.01, 0.05, 0.02, 0.46, 0.00, 0.00, 0.00, 0.01, 0.00, 0.00, 0.00]}